w) The following is a DFT calculation (the ωB97M-V functional and the def2-TZVPD basis) of the molecule C5H10ClN.

Last column: natural (NBO) charge in e.
Cartesian coordinates (Å):
C -1.7159 -1.2823 -0.4481  -0.642
C -0.5109 -0.4065 -0.0168  0.041
C -0.7776 0.9910 -0.4675  -0.266
C 0.5985 -0.9189 0.5316  -0.255
C 1.9003 -0.1554 0.7362  -0.402
H -2.6479 -0.7723 -0.1668  0.215
H -1.6561 -1.4260 -1.5610  0.224
H -1.7202 -2.3417 0.0085  0.218
H -0.8081 1.0538 -1.6421  0.214
H -1.8251 1.2414 -0.1325  0.197
H 0.9578 2.1178 -0.5344  0.358
H 0.4038 1.8776 0.9653  0.345
H 0.4933 -1.9843 0.7565  0.214
H 1.7799 0.8656 1.0340  0.209
H 2.4513 -0.6341 1.5754  0.219
N 0.0856 2.0446 0.0310  -0.821
Cl 2.9914 -0.2704 -0.6693  -0.068

As for the gap between HOMO and LUMO: 10.192 eV. The lowest unoccupied orbital energy is 0.88 eV. For the highest occupied orbital energy, the calculation gives -9.308 eV.

***

x) The following is a DFT calculation (the ωB97M-V functional and the def2-TZVPD basis) of a cluster of 2 separate species, C5H10ClN in total.

Last column: natural (NBO) charge in e.
Cartesian coordinates (Å):
C 1.5946 -0.2861 0.6239  -0.410
C 0.3725 -0.6096 0.1762  -0.052
C 0.2249 -1.9826 -0.4429  -0.620
C -0.6656 1.7287 1.1523  -0.657
C -0.7388 0.4416 0.2634  0.193
N -0.7393 1.0594 -1.6316  -0.850
Cl -2.2795 -0.4535 0.0935  -0.038
H 1.9810 0.6838 1.0000  0.201
H 2.4728 -0.9494 0.5312  0.196
H 1.1439 -2.3749 -0.3222  0.211
H -0.4189 -2.5187 0.1739  0.224
H -0.0893 -1.8027 -1.5659  0.219
H -1.7213 1.8683 1.3763  0.244
H -0.1042 2.4879 0.5918  0.250
H -0.1255 1.4260 1.9975  0.222
H -1.1547 0.2710 -2.1282  0.334
H 0.2474 1.0108 -1.8892  0.330

As for the gap between HOMO and LUMO: 9.617 eV. The lowest unoccupied orbital energy is 0.74 eV. For the highest occupied orbital energy, the calculation gives -8.873 eV.

***

What is the stability order? It is w), x), from most stable to least stable.